70
Properties=species:S:1:pos:R:3:forces:R:3 method="wB97M-V/def2-TZVPD" homo_ha=-0.4078 total_charge=+1 de_lowest_kcal_mol=45.6 largest_force_ev_per_a=4.568 energy_ev=-83868.108 multiplicity=1 gap_ha=0.280
Ba 1.154607 -1.894970 -2.060431 -1.023 1.583 1.466
N 0.726768 -0.208595 1.579268 -0.447 0.951 1.324
O -0.410731 -0.067704 2.049824 -0.557 -0.346 -0.342
O 1.701017 0.010277 2.279813 1.057 -0.006 0.526
O 0.890426 -0.485046 0.379252 0.074 -1.150 -2.194
C -0.730770 0.304873 5.335586 -0.135 -0.318 -1.372
N 0.275744 -0.048721 6.366150 1.772 0.048 2.543
O 1.303086 0.659170 6.495283 -2.284 -1.259 -0.825
O 0.041282 -1.007617 7.135223 0.036 1.782 -2.024
H -0.375243 1.011232 4.585411 0.448 0.215 0.679
H -1.677955 0.648921 5.751008 0.332 -0.212 0.421
H -0.888194 -0.571262 4.706532 -0.169 -0.270 0.466
C 0.829403 3.361577 3.220857 -0.959 0.540 0.528
N -0.322844 3.522938 2.231232 -1.088 0.214 -1.431
O -1.480200 3.336941 2.599182 1.371 -0.281 0.758
O -0.115111 3.921909 1.086373 1.035 -0.435 0.896
H 1.302427 4.342169 3.273728 -0.132 -0.042 -0.012
H 1.597801 2.612391 3.030138 -0.574 -0.226 -0.715
H 0.299061 3.131285 4.144873 0.378 0.081 0.005
C -4.244873 0.083500 -3.648688 0.308 0.370 -0.171
O -3.059497 0.983960 -3.589387 0.709 -0.760 2.428
P -2.132652 1.007191 -2.196164 -1.007 1.775 0.620
O -1.098015 -0.083820 -2.064057 -1.003 1.384 -0.727
O -1.502807 2.534788 -2.086439 0.300 -2.783 -0.464
C -2.216642 3.735799 -2.320248 -0.871 0.460 -1.249
O -3.228393 1.079637 -0.978694 1.322 -0.697 -3.497
C -2.840140 1.462119 0.319833 -0.959 -0.505 1.992
H -5.095180 0.669132 -3.998147 0.157 0.269 0.398
H -4.452373 -0.385583 -2.686925 0.037 0.237 -0.032
H -4.129185 -0.689715 -4.408203 0.637 0.049 0.086
H -3.131551 3.835273 -1.736172 0.211 -0.155 0.317
H -2.506551 3.776019 -3.370221 -0.204 -0.187 -0.108
H -1.586132 4.618946 -2.217237 0.311 -0.449 0.647
H -3.475558 2.297558 0.613750 0.426 0.320 -0.139
H -1.790027 1.616421 0.567915 -0.028 0.082 -0.699
H -3.194496 0.630783 0.929274 0.322 0.009 0.347
C -3.022090 -5.352821 -1.694681 -0.908 0.522 -0.937
O -1.958169 -5.655779 -0.829483 1.696 0.388 0.768
P -1.019028 -4.574263 -0.108640 -1.728 -0.401 0.145
O -0.859377 -3.275850 -0.915792 0.977 -2.685 1.565
O -1.869032 -4.461121 1.263010 0.353 -0.420 -1.447
C -1.521554 -3.479341 2.243806 1.203 1.141 -1.026
O 0.315221 -5.447931 0.269616 -0.831 2.678 -2.159
C 0.108055 -6.609714 1.005158 -1.153 -1.878 2.177
H -3.731626 -6.180103 -1.710680 0.302 -0.100 0.153
H -2.648076 -5.191029 -2.705635 0.044 -0.096 -0.025
H -3.583101 -4.460462 -1.417049 0.164 0.070 0.311
H -0.820938 -3.911119 2.958517 -0.432 0.089 0.266
H -2.385215 -2.947277 2.642680 -0.096 -0.723 0.165
H -1.001361 -2.732300 1.644299 0.296 0.601 0.641
H 0.482007 -6.483159 2.021155 -0.050 0.306 0.030
H 0.541933 -7.559278 0.691817 0.542 0.585 -1.071
H -0.957553 -6.830944 1.065490 0.005 0.013 0.198
C 5.592708 0.731645 -4.029545 -0.703 -0.606 -1.539
O 5.375992 0.934572 -2.627716 -1.586 0.829 0.781
P 3.846479 1.220796 -2.150683 -0.373 2.262 2.825
O 2.918034 0.044774 -2.178570 0.763 0.591 -0.836
O 3.293985 2.513696 -2.936004 -0.072 -1.840 0.012
C 4.009963 3.734517 -2.828923 0.263 1.584 -0.627
O 3.963074 1.894241 -0.652036 2.539 -2.730 -2.638
C 2.995664 2.383630 0.224656 -1.961 0.690 0.105
H 4.652462 0.570934 -4.556999 -0.306 -0.596 0.242
H 6.242918 -0.125371 -4.205180 -0.104 0.028 0.447
H 5.961954 1.536268 -4.665422 0.586 0.759 1.127
H 4.459847 3.947774 -3.798574 0.656 -0.358 0.192
H 4.683533 3.813440 -1.975592 0.203 -0.491 -0.275
H 3.357833 4.602896 -2.735431 -0.753 -0.472 0.295
H 2.205404 1.691774 0.516064 0.306 -0.526 -0.340
H 2.491610 3.191443 -0.305868 -0.075 0.399 0.425
H 3.441945 2.713685 1.162743 0.429 0.097 -0.394


52
Properties=species:S:1:pos:R:3:forces:R:3 method="wB97M-V/def2-TZVPD" homo_ha=-0.3312 largest_force_ev_per_a=0.172 energy_ev=-44921.538 multiplicity=1 gap_ha=0.352
C 1.670465 -1.313666 0.771795 0.001 -0.119 -0.022
C 1.672248 0.181821 1.068957 0.070 0.086 -0.132
C 0.401402 0.606158 1.806574 -0.043 -0.082 -0.033
I 0.696858 2.395486 2.948151 0.004 0.118 0.073
Si -1.061208 0.871824 0.659319 -0.060 0.014 -0.091
O -2.468443 0.439050 1.408920 0.053 -0.064 0.016
Si -3.005346 -1.073973 1.791045 -0.022 -0.020 -0.025
H 0.914510 -1.584472 0.032260 -0.058 0.052 0.041
H 2.633565 -1.640920 0.379189 0.002 0.014 0.000
H 1.462314 -1.885998 1.678970 0.048 -0.002 0.004
H 1.758694 0.741089 0.130013 0.040 0.030 0.044
H 2.554329 0.447448 1.653947 -0.026 -0.063 0.060
H 0.143824 -0.135643 2.563630 0.031 -0.009 -0.005
H -0.869567 0.000733 -0.528051 -0.003 0.012 0.017
H -1.171240 2.277167 0.239669 0.015 0.007 -0.009
H -1.842016 -1.992184 1.839519 -0.033 -0.016 0.028
H -3.946893 -1.543480 0.755673 -0.014 0.002 0.031
H -3.667840 -1.027140 3.105496 -0.011 -0.001 0.008
C 6.326877 -4.916826 -2.255360 -0.001 0.010 0.026
C 4.819835 -4.937293 -2.034578 -0.040 -0.050 -0.012
C 4.178862 -3.547115 -2.002936 0.019 0.037 0.005
O 4.450769 -2.802409 -0.829398 0.037 -0.029 0.042
C 5.634564 -2.031272 -0.845736 -0.009 0.041 -0.057
N 4.522886 -5.732785 -0.845370 -0.019 0.003 0.008
H 6.848609 -4.589343 -1.354981 0.000 0.002 -0.004
H 6.679206 -5.920512 -2.488024 0.008 -0.001 0.006
H 6.602303 -4.248575 -3.073024 0.003 -0.005 -0.005
H 4.360306 -5.451799 -2.886208 0.028 0.018 -0.015
H 3.092889 -3.667488 -2.025663 -0.007 0.013 0.008
H 4.475018 -2.968583 -2.888207 -0.014 -0.020 -0.011
H 5.823140 -1.619644 -1.843106 -0.007 0.017 0.013
H 6.511716 -2.604979 -0.537734 -0.009 -0.011 0.002
H 5.494055 -1.206978 -0.147096 0.012 -0.002 0.009
H 3.523461 -5.878945 -0.757656 -0.002 -0.009 -0.005
H 4.805034 -5.212158 -0.020866 0.004 0.002 -0.001
C -6.006206 4.076060 -0.982627 0.032 0.008 -0.006
C -5.463313 3.198465 0.137133 -0.010 -0.067 0.015
C -5.054651 3.975460 1.392430 0.005 0.040 -0.015
O -3.863474 4.726653 1.248040 0.012 -0.010 -0.050
C -4.024160 6.049074 0.782320 -0.038 0.027 0.038
N -4.381114 2.365328 -0.385488 0.025 0.000 0.059
H -5.200994 4.633947 -1.463285 -0.003 0.003 0.004
H -6.472519 3.455145 -1.746333 0.005 0.004 -0.009
H -6.743025 4.790254 -0.610822 -0.009 -0.002 -0.003
H -6.264517 2.521934 0.456954 -0.018 0.029 -0.006
H -4.852654 3.256934 2.190619 0.011 0.003 0.009
H -5.872631 4.631001 1.720822 -0.011 -0.027 0.012
H -4.918564 6.513220 1.213181 0.019 0.008 0.014
H -4.099613 6.106075 -0.306719 0.002 -0.016 -0.001
H -3.148247 6.611922 1.101633 0.004 0.004 -0.013
H -4.086869 1.700243 0.323467 -0.010 0.020 -0.032
H -3.572638 2.961693 -0.540458 -0.011 0.001 -0.029


57
Properties=species:S:1:pos:R:3:forces:R:3 method="wB97M-V/def2-TZVPD" homo_ha=-0.2442 de_lowest_kcal_mol=12.2 largest_force_ev_per_a=0.994 energy_ev=-314756.631 multiplicity=1 gap_ha=0.232
Ir -2.071714 -0.819132 -0.680425 0.064 -0.431 -0.877
Se -3.742548 0.805742 -0.524579 -0.525 0.424 0.730
Se -4.346541 0.909658 1.783898 0.066 -0.217 -0.516
Se -4.706188 -1.357862 2.206028 -0.097 0.199 -0.198
Se -3.050047 -2.329180 0.782948 0.043 -0.199 0.676
C 0.145080 -4.543717 -2.811297 0.006 -0.015 0.005
O -0.255209 -3.339074 -3.504928 0.028 0.024 0.021
C -0.745090 -2.383000 -2.743703 0.135 0.162 -0.015
O -0.841171 -2.444031 -1.525153 -0.008 -0.268 0.222
N -1.108216 -1.292240 -3.455691 -0.272 -0.133 -0.172
N -1.620618 -0.187907 -2.767861 0.069 0.320 0.326
H 0.727865 -5.104615 -3.533079 -0.015 -0.007 -0.007
H -0.740616 -5.100010 -2.513433 0.003 0.006 0.018
H 0.742119 -4.292291 -1.938988 0.007 -0.003 -0.019
H -0.965138 -1.260660 -4.452016 -0.009 0.035 0.003
H -2.551307 0.036264 -3.107518 0.072 0.076 -0.132
H -1.008249 0.621488 -2.853969 0.070 -0.037 -0.041
C 1.705971 0.117011 -2.568076 -0.085 -0.093 -0.048
Si 1.689148 -0.241763 -0.706349 0.127 0.160 0.185
C 3.200123 0.707521 -0.093210 -0.011 -0.003 -0.002
C 2.099820 -2.073779 -0.461566 -0.087 -0.042 -0.036
Si -0.329455 0.354571 0.406654 0.037 -0.079 -0.207
Si -0.518326 2.709728 0.239552 0.027 -0.102 0.042
C -0.827067 3.158511 -1.569073 -0.068 -0.065 -0.035
C -1.858829 3.492980 1.288579 -0.045 0.019 0.013
C 1.078835 3.556984 0.767115 0.008 0.013 -0.022
Si 0.026519 -0.375194 2.629505 -0.013 0.004 0.024
C -1.369772 0.131444 3.768141 -0.073 -0.053 -0.014
C 0.270755 -2.236307 2.713555 -0.010 -0.021 -0.052
C 1.615730 0.386822 3.302894 0.010 0.029 -0.030
H 2.713321 -0.077921 -2.946449 0.008 0.027 0.001
H 1.473762 1.163350 -2.779525 0.028 0.025 0.006
H 1.025996 -0.511437 -3.144658 0.129 0.068 0.018
H 4.100012 0.286655 -0.552054 -0.016 -0.033 -0.001
H 3.320166 0.657328 0.987574 0.009 0.001 0.026
H 3.154875 1.759591 -0.368617 0.020 0.034 -0.038
H 2.525508 -2.494575 -1.378258 0.043 -0.001 0.015
H 1.226197 -2.664054 -0.185748 0.018 0.013 -0.004
H 2.842379 -2.187369 0.330989 0.012 0.007 -0.004
H -1.807556 2.791214 -1.885368 0.003 0.032 0.017
H -0.062023 2.733304 -2.224469 0.045 0.041 -0.003
H -0.818196 4.242356 -1.708583 0.005 0.000 -0.016
H -2.843587 3.096005 1.051956 0.013 0.063 -0.024
H -1.871923 4.570889 1.100448 0.022 0.005 0.025
H -1.678733 3.335876 2.353826 0.020 -0.003 0.000
H 1.917003 3.318919 0.116022 0.035 0.009 -0.035
H 1.362780 3.288799 1.785959 -0.005 0.001 0.009
H 0.932332 4.640554 0.737122 -0.011 -0.002 0.012
H -2.344033 -0.127685 3.351476 0.115 -0.033 0.075
H -1.362020 1.208048 3.951919 -0.005 0.007 -0.012
H -1.265264 -0.382822 4.727613 0.041 0.029 0.023
H -0.521807 -2.774739 2.193917 -0.019 0.001 0.023
H 0.264898 -2.555498 3.759575 0.020 0.007 0.003
H 1.227873 -2.526879 2.276590 0.015 0.000 0.015
H 1.654013 1.470175 3.179044 -0.007 0.012 0.013
H 2.496065 -0.037885 2.819597 0.023 -0.016 0.012
H 1.692099 0.169842 4.372145 -0.019 -0.001 0.001


52
Properties=species:S:1:pos:R:3:forces:R:3 method="wB97M-V/def2-TZVPD" smiles="COC[C@H](C)N.NC(N)=O.CCO.CCO.CCO" homo_ha=-0.3382 largest_force_ev_per_a=2.167 energy_ev=-26648.822 multiplicity=1 gap_ha=0.358
C -24.106110 -19.795205 28.810897 -0.920 -0.388 -0.217
O -22.936649 -20.174587 29.485460 0.265 0.578 0.179
C -22.025968 -20.852659 28.657127 0.744 -0.820 0.050
C -20.908675 -21.492196 29.520866 -1.346 -0.051 0.644
C -21.408512 -22.794422 30.120877 0.227 -0.454 0.400
N -20.552366 -20.593335 30.636851 0.753 0.255 -0.707
H -24.809106 -20.640146 28.801238 0.111 -0.039 -0.294
H -23.923609 -19.469138 27.783544 0.151 -0.039 0.002
H -24.655286 -18.997785 29.313131 0.517 0.112 0.316
H -22.550079 -21.672325 28.156506 0.014 0.087 -0.364
H -21.531659 -20.205902 27.925468 -0.420 0.331 -0.130
H -20.041166 -21.705939 28.897156 0.082 0.245 0.022
H -21.648425 -23.571895 29.392626 -0.028 0.212 -0.195
H -22.292600 -22.621280 30.737753 -0.010 0.054 -0.034
H -20.633726 -23.206744 30.770855 -0.066 0.028 0.045
H -19.937692 -19.882639 30.239935 -0.010 0.061 0.272
H -21.385715 -20.080166 30.912835 -0.057 -0.157 0.010
N -19.809735 -15.465773 35.629829 -0.149 0.035 -0.851
C -18.961019 -16.390707 35.023298 1.069 0.137 1.229
N -19.539202 -17.126683 34.046836 -0.205 -0.183 -0.632
O -17.801434 -16.481668 35.423639 -0.826 -0.623 -0.572
H -20.529626 -15.054346 35.066243 -0.366 -0.077 0.399
H -19.834067 -15.431084 36.627628 0.139 0.315 0.070
H -20.531091 -17.066756 33.923124 -0.158 0.113 0.202
H -19.151235 -17.966358 33.621743 0.378 0.334 0.212
C -19.940520 -21.073484 36.207864 0.251 -0.245 -1.416
C -20.766376 -22.052085 37.033096 0.740 -0.267 -0.508
O -21.194028 -23.132155 36.189185 -0.181 0.190 0.082
H -18.925399 -21.470453 36.117403 0.240 0.506 0.718
H -19.994283 -20.023031 36.484193 0.308 -0.122 0.472
H -20.146469 -21.075650 35.128947 -0.943 -0.085 0.230
H -21.613701 -21.618163 37.560781 0.026 0.196 -0.044
H -20.042890 -22.463573 37.742653 -0.453 -0.041 0.456
H -22.078677 -23.386929 36.460041 0.031 -0.104 -0.021
C -16.779559 -18.727601 32.678269 0.578 0.073 0.081
C -17.593607 -19.993717 32.529108 -0.073 -0.286 -0.367
O -18.959661 -19.650437 32.784553 0.145 -0.452 -0.026
H -17.140541 -18.030063 31.921749 -0.046 0.246 0.218
H -15.702654 -18.824305 32.515304 -0.091 -0.515 -0.277
H -16.814443 -18.285871 33.675852 -0.522 0.039 -0.028
H -17.297217 -20.851132 33.141297 0.161 0.339 0.441
H -17.504886 -20.382949 31.506578 -0.029 0.230 -0.122
H -19.516869 -20.311235 32.328657 0.003 0.254 0.016
C -15.165356 -17.097060 28.755612 -0.255 -1.197 -0.174
C -15.489429 -18.555304 28.346011 1.345 1.680 0.254
O -16.792849 -18.663159 27.823062 0.035 -0.442 0.093
H -14.097670 -17.170772 28.972216 -0.005 0.659 0.186
H -15.727576 -16.799445 29.638836 0.061 0.120 -0.001
H -15.366513 -16.423423 27.925610 0.118 0.113 0.051
H -15.231833 -19.147731 29.232800 -0.759 -0.485 -0.144
H -14.698698 -18.767173 27.616363 -0.426 -0.437 -0.295
H -16.750923 -19.242027 27.057254 -0.149 -0.032 0.067